A structure of composition C2H5NO2P in a non-equilibrium geometry. Source: OMol25; level of theory: ωB97M-V with the def2-TZVPD basis set.

Atoms and positions in Å:
C1 -0.589 1.036 -0.170
C2 -0.876 -0.499 -0.054
N1 1.442 0.101 0.391
O1 2.639 0.335 0.494
O2 0.658 1.117 -0.819
P1 0.736 -1.314 -0.481
H1 -1.345 1.474 -0.953
H2 -0.691 1.638 0.750
H3 -0.977 -0.691 1.013
H4 -1.723 -0.826 -0.623
H5 0.727 -2.371 0.452

relative energy (zero: lowest compared OMol25 entry of this formula, charge and spin) = 595.2 kJ/mol
net charge = -1
LUMO level (alpha / beta) = 4.544 / 4.544 eV
highest occupied orbital energy (alpha / beta) = -0.0742 / -0.0742 Eh

Results of the natural (NBO) charge analysis, in e, for atoms 1 through 6: number 1, C, carries -0.05; number 2, C, carries -0.74; number 3, N, carries -0.12; number 4, O, carries -0.56; number 5, O, carries -0.65; number 6, P, carries 0.55

---

A cluster of 3 separate species, C2H5NO2S in total in a non-equilibrium geometry. Source: OMol25; level of theory: ωB97M-V with the def2-TZVPD basis set.

Atoms and positions in Å:
C1 0.075 0.858 0.990
C2 0.577 -0.251 0.093
H1 -1.728 1.497 -0.001
H2 -0.782 0.112 1.927
H3 1.402 1.224 1.492
H4 -0.994 0.081 -1.008
H5 0.684 -1.986 -1.488
N1 -0.150 -0.493 -0.954
O1 -0.643 1.750 -0.007
O2 -0.330 -1.639 -1.625
S1 1.889 -1.153 0.580

relative energy (zero: lowest compared OMol25 entry of this formula, charge and spin) = 617.2 kJ/mol
net charge = 0
LUMO level = -0.194 eV
highest occupied orbital energy = -0.3230 Eh

Results of the natural (NBO) charge analysis, in e, for atoms 1 through 6: number 1, C, carries -0.13; number 2, C, carries 0.01; number 3, H, carries 0.47; number 4, H, carries 0.23; number 5, H, carries 0.28; number 6, H, carries 0.38

---

A cluster of 2 separate species, C2H5NO2S in total in a non-equilibrium geometry. Source: OMol25; level of theory: ωB97M-V with the def2-TZVPD basis set.

Atoms and positions in Å:
C1 0.582 0.732 1.059
C2 0.308 -1.492 -0.401
N1 0.816 1.455 0.049
O1 -2.182 -1.188 0.112
O2 -0.393 1.630 -0.768
S1 -1.149 -0.908 -0.868
H1 -0.379 0.283 1.337
H2 1.404 0.600 1.649
H3 0.943 -1.314 -1.239
H4 0.563 -2.303 0.172
H5 -0.514 2.506 -1.103

relative energy (zero: lowest compared OMol25 entry of this formula, charge and spin) = 458.1 kJ/mol
net charge = 0
LUMO level = -0.069 eV
highest occupied orbital energy = -0.3413 Eh

Results of the natural (NBO) charge analysis, in e, for atoms 1 through 6: number 1, C, carries -0.12; number 2, C, carries -0.79; number 3, N, carries -0.12; number 4, O, carries -0.92; number 5, O, carries -0.65; number 6, S, carries 1.26